[1]
26
Properties=species:S:1:pos:R:3 method="wB97M-V/def2-TZVPD" max_force_ev_per_a=3.43 homo_ev=-7.5 spin_multiplicity=1 gap_ev=7.445 de_lowest_kcal_mol=87.9 total_energy_ev=-29013.429 lumo_ev=-0.04
C 2.966 -0.124 -0.448
C 2.498 -1.366 -0.147
C 2.209 1.026 -0.205
C 1.298 -1.555 0.466
C 1.025 0.845 0.483
C -0.868 1.101 1.673
C -0.530 -0.299 1.657
C -2.347 0.552 -1.364
C 0.655 -2.898 0.568
C -3.313 1.720 -1.237
N 0.592 -0.471 0.876
O -1.608 1.843 2.198
O 0.115 1.753 0.840
O 2.661 2.245 -0.635
S -2.431 -0.690 -0.378
H 3.797 -0.114 -1.131
H 3.069 -2.216 -0.630
H -1.048 -1.123 1.960
H -1.664 0.474 -2.332
H -0.374 -2.763 0.540
H 1.118 -3.664 -0.143
H 0.785 -3.345 1.609
H -3.489 2.287 -2.058
H -2.870 2.514 -0.604
H -4.213 1.278 -0.839
H 1.966 2.989 -0.720

=====

[2]
14
Properties=species:S:1:pos:R:3 method="wB97M-V/def2-TZVPD" max_force_ev_per_a=2.89 homo_ev=-8.6 spin_multiplicity=1 gap_ev=8.638 de_lowest_kcal_mol=56.2 total_energy_ev=-29904.886 lumo_ev=0.01
C 0.268 2.384 -0.039
C 0.970 -0.217 -0.542
C 0.226 -1.396 0.043
H -1.338 1.860 2.535
H -1.683 1.327 0.970
H 0.964 3.148 -0.402
H 1.511 0.319 0.242
H 1.610 -0.593 -1.350
H -0.359 -0.222 1.387
N -0.927 1.492 1.653
N -0.158 2.486 1.169
O -0.384 -1.208 1.209
S -0.187 1.083 -1.188
S 0.261 -2.873 -0.660

=====

[3]
2
Properties=species:S:1:pos:R:3 method="wB97M-V/def2-TZVPD" max_force_ev_per_a=1.05 homo_ev=-15.4 total_charge=+1 spin_multiplicity=1 gap_ev=6.519 de_lowest_kcal_mol=1.5 total_energy_ev=-12266.805 lumo_ev=-8.84
Hg 0.272 0.611 -1.159
I -0.272 -0.611 1.159

=====

[4]
70
Properties=species:S:1:pos:R:3 method="wB97M-V/def2-TZVPD" max_force_ev_per_a=0.14 homo_ev="-16.8 / -16.9" total_charge=+3 spin_multiplicity=2 gap_ev="6.618 / 6.973" de_lowest_kcal_mol=0.8 total_energy_ev=-74640.970 lumo_ev="-10.20 / -9.93"
Re -0.084 0.044 0.753
C -3.432 -1.802 -1.770
C -3.554 -0.325 -1.557
N -4.604 0.300 -2.075
C -4.746 1.612 -1.928
C -3.843 2.429 -1.255
C -4.111 3.911 -1.164
O -2.926 4.627 -1.491
C -2.729 1.795 -0.683
C -1.680 2.570 -0.057
N -0.635 2.091 0.538
C 0.370 3.061 0.905
C 0.070 4.225 1.595
C 1.077 5.145 1.854
C 2.378 4.915 1.431
C 2.697 3.745 0.750
C 1.682 2.843 0.511
I 2.020 1.024 -0.482
C -2.613 0.414 -0.844
O -1.553 -0.257 -0.293
H -4.073 -2.089 -2.599
H -3.776 -2.348 -0.887
H -2.406 -2.100 -1.989
H -5.627 2.047 -2.387
H -4.449 4.165 -0.152
H -4.924 4.156 -1.847
H -3.158 5.493 -1.843
H -1.749 3.648 -0.182
H -0.944 4.413 1.924
H 0.839 6.058 2.383
H 3.153 5.643 1.628
H 3.710 3.561 0.417
O 0.773 0.500 2.428
S 0.968 0.463 3.998
C -0.374 -0.545 4.662
C -0.545 -1.842 3.874
C -1.646 -1.714 2.825
C -1.799 -2.878 1.861
S -0.367 -3.230 0.796
O 0.465 -1.895 0.715
C 0.647 -4.284 1.806
C 0.124 -5.533 2.123
C 0.914 -6.410 2.849
C 2.204 -6.047 3.216
C 2.716 -4.806 2.859
C 1.939 -3.908 2.140
C 0.618 2.071 4.577
C 1.724 2.765 5.066
C 1.536 4.034 5.593
C 0.263 4.585 5.627
C -0.834 3.886 5.123
C -0.666 2.622 4.593
H -1.292 0.038 4.719
H -0.029 -0.727 5.683
H -0.816 -2.638 4.569
H 0.405 -2.146 3.429
H -1.564 -0.754 2.266
H -2.612 -1.589 3.323
H -2.629 -2.706 1.176
H -1.988 -3.812 2.396
H -0.869 -5.836 1.809
H 0.526 -7.385 3.110
H 2.818 -6.743 3.770
H 3.729 -4.539 3.128
H 2.340 -2.951 1.837
H 2.708 2.313 5.057
H 2.379 4.580 5.994
H 0.115 5.566 6.060
H -1.821 4.326 5.166
H -1.521 2.082 4.208

=====

[5]
27
Properties=species:S:1:pos:R:3 method="wB97M-V/def2-TZVPD" max_force_ev_per_a=3.50 homo_ev="-8.1 / -12.4" total_charge=+1 spin_multiplicity=3 gap_ev="4.083 / 3.925" de_lowest_kcal_mol=0.0 total_energy_ev=-14150.800 lumo_ev="-4.06 / -8.50"
C -3.493 -0.279 0.107
C -2.900 0.467 1.119
C -2.835 -0.425 -1.110
C -1.664 1.040 0.895
C -1.601 0.171 -1.279
C 0.740 -1.987 0.472
C 1.096 -1.138 1.507
C 1.085 -1.663 -0.830
C 1.792 0.030 1.239
C 1.779 -0.494 -1.097
C 2.151 0.364 -0.065
C 2.911 1.623 -0.352
N -1.063 0.885 -0.287
H -4.454 -0.744 0.264
H -3.388 0.596 2.072
H -3.271 -0.999 -1.912
H -1.150 1.619 1.647
H -1.035 0.085 -2.194
H 0.217 -2.907 0.679
H 0.852 -1.395 2.526
H 0.835 -2.334 -1.638
H 2.089 0.676 2.051
H 2.066 -0.258 -2.112
H -0.110 1.241 -0.406
H 3.923 1.381 -0.676
H 2.984 2.247 0.535
H 2.446 2.198 -1.154

=====

[6]
15
Properties=species:S:1:pos:R:3 method="wB97M-V/def2-TZVPD" max_force_ev_per_a=3.84 homo_ev=-8.6 spin_multiplicity=1 gap_ev=9.206 de_lowest_kcal_mol=122.5 total_energy_ev=-9404.522 lumo_ev=0.65
C 1.897 -0.215 0.816
C 0.616 0.137 0.129
C -0.176 -0.698 -0.825
C -0.824 -0.155 0.440
O -1.338 -0.964 1.426
C -1.042 1.324 0.192
O 0.326 1.533 -0.100
H 2.762 -0.031 0.170
H 1.893 -1.275 1.094
H 2.005 0.384 1.725
H -0.463 -0.290 -1.794
H 0.035 -1.762 -0.788
H -2.130 -1.392 1.075
H -1.829 1.408 -0.940
H -1.828 2.058 0.049